(1)
74
Properties=species:S:1:pos:R:3 method="wB97M-V/def2-TZVPD" charge=+1 lumo_energy_ev=-4.0 homo_lumo_gap_ev=6.6
Re 1.12 0.85 -1.73
C -2.64 -4.57 1.57
O -2.63 -4.28 0.18
C -3.48 -3.45 -0.46
C -4.86 -3.33 -0.28
C -5.62 -2.57 -1.15
C -5.01 -1.81 -2.15
C -3.64 -1.84 -2.23
C -2.87 -2.62 -1.39
N -1.48 -2.38 -1.31
C -0.96 -1.12 -1.13
N -1.87 -0.14 -0.92
C -1.58 1.14 -0.48
C -0.33 1.70 -0.72
C 0.07 2.94 -0.36
C -0.83 3.84 0.25
C -2.07 3.29 0.54
C -2.47 1.98 0.24
O -3.67 1.45 0.63
C -4.34 2.26 1.56
N 0.35 -0.96 -1.21
C 1.07 -2.16 -0.86
C 1.79 -2.83 -1.83
C 2.58 -3.95 -1.46
C 2.65 -4.16 -0.09
C 1.89 -3.52 0.91
C 1.01 -2.54 0.52
O 0.02 -2.09 1.28
C -0.07 -2.41 2.72
H -1.72 -5.15 1.72
H -3.44 -5.26 1.78
H -2.72 -3.69 2.22
H -5.29 -4.02 0.37
H -6.69 -2.54 -1.03
H -5.58 -1.19 -2.80
H -3.09 -1.24 -2.96
H -0.73 -2.98 -1.59
H -2.85 -0.38 -0.89
H 1.44 3.71 -1.61
H -0.56 4.88 0.46
H -2.78 3.95 1.02
H -5.26 1.63 1.76
H -4.68 3.18 1.10
H -3.79 2.31 2.56
H 1.71 -2.54 -2.87
H 3.00 -4.60 -2.21
H 3.32 -4.88 0.42
H 1.97 -3.96 1.91
H 0.94 -2.36 2.98
H -0.42 -3.49 2.84
H -0.78 -1.69 3.19
S 3.98 -1.25 1.08
As 4.51 -1.10 -0.91
S 0.67 0.97 -3.77
S 3.49 0.67 -1.57
S 5.60 -2.13 -2.27
C 1.98 1.64 1.68
C 2.73 2.88 1.23
C 3.63 3.46 2.15
C 4.44 4.55 1.75
C 4.33 4.99 0.44
C 3.44 4.41 -0.46
C 3.39 4.97 -1.89
C 2.59 3.42 0.00
N 1.45 3.00 -0.90
H 2.55 1.13 2.44
H 1.95 0.82 0.97
H 0.99 1.89 2.07
H 3.85 3.07 3.13
H 5.11 5.13 2.46
H 5.03 5.76 0.15
H 2.50 5.57 -2.12
H 3.33 4.14 -2.62
H 4.30 5.60 -2.06

---

(2)
71
Properties=species:S:1:pos:R:3 method="wB97M-V/def2-TZVPD" lumo_energy_ev=-0.7 homo_lumo_gap_ev=6.8
Cd 0.77 1.28 -0.39
O -2.40 -1.57 5.44
C -2.76 -0.42 5.02
O -3.66 0.42 5.19
C -1.93 0.01 3.84
C -2.39 0.97 2.94
C -1.56 1.47 1.89
N -0.35 0.92 1.61
C 0.05 -0.04 2.45
C -0.70 -0.52 3.56
C 1.39 -0.52 2.32
C 1.98 -1.45 3.16
C 3.32 -1.77 2.94
C 3.97 -1.33 1.81
C 3.31 -0.46 0.95
N 2.06 -0.07 1.24
C -2.07 2.55 1.11
C -3.45 2.98 1.17
C -3.89 4.14 0.55
C -2.95 4.86 -0.20
C -1.65 4.30 -0.28
N -1.22 3.19 0.27
H -3.43 1.23 2.89
H -0.21 -1.23 4.22
H 1.42 -1.87 3.97
H 3.87 -2.47 3.63
H 5.03 -1.52 1.58
H 3.80 -0.09 0.04
H -4.17 2.29 1.67
H -4.93 4.43 0.54
H -3.16 5.88 -0.68
H -0.89 4.82 -0.84
C 3.32 2.96 2.40
Se 2.03 3.61 0.98
C 3.22 4.13 -0.57
C 3.52 3.17 -1.67
Se 1.92 2.63 -2.77
C 3.09 1.40 -3.80
H 4.20 2.50 2.03
H 2.76 2.30 3.03
H 3.56 3.92 2.89
H 4.08 4.38 0.02
H 2.74 5.07 -0.98
H 3.94 2.20 -1.31
H 4.18 3.66 -2.40
H 3.85 1.92 -4.39
H 2.32 1.04 -4.56
H 3.44 0.56 -3.17
C -3.58 -5.69 -2.72
C -2.50 -4.67 -2.44
C -1.54 -4.75 -1.41
C -0.64 -3.65 -1.17
C 0.47 -3.85 -0.19
C -0.83 -2.46 -1.96
C -1.78 -2.40 -2.98
C -2.01 -1.19 -3.75
C -2.62 -3.52 -3.22
C -0.05 -1.16 -1.70
O 1.19 -1.11 -1.82
O -0.72 -0.10 -1.39
H -3.57 -6.42 -1.93
H -3.57 -6.17 -3.76
H -4.54 -5.19 -2.69
H -1.57 -5.64 -0.78
H 0.34 -3.25 0.74
H 1.45 -3.62 -0.71
H 0.49 -4.88 0.28
H -3.06 -1.26 -4.19
H -1.24 -1.13 -4.51
H -2.03 -0.22 -3.17
H -3.46 -3.47 -3.93

---

(3)
81
Properties=species:S:1:pos:R:3 method="wB97M-V/def2-TZVPD" charge=-1 lumo_energy_ev=2.0 homo_lumo_gap_ev=6.0
Y 15.08 9.10 9.80
F 8.25 7.35 9.00
C 9.31 8.14 9.21
C 10.54 7.55 9.48
F 10.63 6.24 9.57
C 11.68 8.36 9.61
F 12.85 7.71 9.93
C 11.65 9.76 9.43
S 13.00 10.81 9.58
C 10.36 10.31 9.25
F 10.25 11.64 9.16
C 9.21 9.54 9.13
F 8.02 10.08 8.86
C 15.31 5.29 10.05
C 16.26 5.89 11.07
C 16.44 4.95 12.26
C 17.56 6.08 10.38
O 15.65 7.18 11.40
P 16.25 8.14 12.63
O 17.68 7.93 12.84
O 15.74 9.45 12.04
O 15.39 7.74 13.88
C 14.09 8.20 14.30
C 13.57 7.28 15.37
C 14.19 9.63 14.74
C 13.05 8.07 13.20
H 15.54 4.28 9.71
H 15.28 5.93 9.18
H 14.35 5.31 10.54
H 16.86 4.06 11.85
H 15.49 4.81 12.78
H 17.19 5.38 12.90
H 17.92 5.18 9.89
H 18.24 6.52 11.09
H 17.37 6.84 9.60
H 14.23 7.29 16.20
H 13.44 6.25 15.10
H 12.62 7.66 15.71
H 14.72 9.77 15.66
H 13.17 10.09 14.78
H 14.80 10.15 14.02
H 13.07 7.09 12.67
H 13.15 8.82 12.45
H 12.06 8.27 13.62
Cl 21.45 9.69 13.67
C 21.14 9.93 11.96
C 19.96 9.48 11.44
C 19.76 9.58 10.05
C 20.66 10.27 9.28
C 20.31 10.60 7.84
C 19.52 11.94 7.80
N 18.37 11.92 8.72
C 18.37 12.43 10.03
C 17.30 11.88 10.64
N 16.65 11.02 9.76
C 17.32 11.09 8.62
O 19.42 9.70 7.27
C 19.72 8.32 6.96
C 21.19 8.03 7.20
C 22.21 8.51 6.42
Cl 21.99 9.57 5.11
S 23.71 7.92 6.97
C 22.97 7.06 8.26
C 21.63 7.19 8.23
C 21.83 10.73 9.88
Cl 23.15 11.37 8.87
C 22.15 10.52 11.21
H 19.25 8.97 12.06
H 18.90 9.12 9.54
H 21.20 10.81 7.25
H 19.23 12.17 6.73
H 20.19 12.78 8.05
H 19.21 13.00 10.41
H 17.01 11.99 11.67
H 17.13 10.45 7.73
H 19.40 8.19 5.90
H 19.08 7.70 7.61
H 23.49 6.50 9.01
H 21.01 6.79 9.05
H 23.08 10.82 11.61
Se 16.09 8.14 7.63